The following is a quantum chemistry calculation of a structure of composition C3H4O4Tl, from OMol25.

Output
- orbital gap (hartree) = 0.11458
- charge = -1
- energy above the lowest of the compared OMol25 structures with the same formula, charge and spin (kcal/mol) = 26.1
- highest occupied orbital energy (eV) = -1.71
- E (eV) = -16058.1020

Geometry as XYZ:
```
12
C3H4O4Tl (wB97M-V/def2-TZVPD)
O -0.1148 1.2666 -2.4320
C -0.6671 0.3187 -1.8316
C 1.4526 -0.4865 0.9484
O -1.8566 -0.0264 -2.0113
O 0.0160 -0.4085 -0.9086
C 0.8086 0.2215 0.0182
H 2.0472 0.0465 1.6894
H 1.5322 -1.5731 0.8867
H 0.7309 1.3094 0.0259
O -1.0295 -0.9028 3.3576
H -0.6614 -1.4318 4.0707
Tl -2.2581 1.6664 -3.8133
```